{
  "formula": "C36H90N6O12",
  "method": "ωB97M-V with the def2-TZVPD basis set",
  "e_homo_ev": -8.1,
  "energy_ha": -2656.5011,
  "orbital_gap_ev": 8.805,
  "e_above_lowest_kj_mol": 1705.1,
  "smiles": "COCCNCCOC.COCCNCCOC.COCCNCCOC.COCCNCCOC.COCCNCCOC.COCCNCCOC",
  "species": ["C", "O", "C", "C", "N", "C", "C", "O", "C", "H", "H", "H", "H", "H", "H", "H", "H", "H", "H", "H", "H", "H", "H", "H", "C", "O", "C", "C", "N", "C", "C", "O", "C", "H", "H", "H", "H", "H", "H", "H", "H", "H", "H", "H", "H", "H", "H", "H", "C", "O", "C", "C", "N", "C", "C", "O", "C", "H", "H", "H", "H", "H", "H", "H", "H", "H", "H", "H", "H", "H", "H", "H", "C", "O", "C", "C", "N", "C", "C", "O", "C", "H", "H", "H", "H", "H", "H", "H", "H", "H", "H", "H", "H", "H", "H", "H", "C", "O", "C", "C", "N", "C", "C", "O", "C", "H", "H", "H", "H", "H", "H", "H", "H", "H", "H", "H", "H", "H", "H", "H", "C", "O", "C", "C", "N", "C", "C", "O", "C", "H", "H", "H", "H", "H", "H", "H", "H", "H", "H", "H", "H", "H", "H", "H"],
  "positions_angstrom": [[-1.272517, -2.505490, 14.337478], [-0.549043, -2.798103, 13.066137], [-1.190289, -2.029251, 12.072071], [-1.012793, -2.701318, 10.678446], [-1.495912, -1.809484, 9.576642], [-1.330191, -2.423141, 8.260309], [-1.636957, -1.356882, 7.153788], [-1.836545, -2.080933, 5.989250], [-2.630473, -1.524565, 4.950658], [-1.315857, -1.474555, 14.688762], [-0.769359, -3.161262, 15.048033], [-2.282110, -2.916255, 14.328363], [-0.983215, -0.960052, 12.117085], [-2.279452, -2.005989, 12.107857], [-1.513534, -3.669305, 10.697539], [-0.051836, -3.151851, 10.430111], [-1.204081, -0.846305, 9.661654], [-2.060045, -3.227621, 8.169609], [-0.382252, -2.855627, 7.940198], [-0.836021, -0.617732, 7.169957], [-2.505751, -0.808415, 7.517753], [-3.669362, -1.418857, 5.263138], [-2.547500, -2.275409, 4.164879], [-2.259356, -0.527119, 4.715101], [2.164064, -9.349875, 6.643845], [1.824549, -8.245357, 5.934198], [2.431511, -8.266456, 4.666637], [1.633855, -7.268601, 3.792183], [1.860524, -5.937342, 4.196315], [1.190405, -4.945603, 3.352242], [1.764798, -3.565472, 3.424155], [1.342730, -2.606360, 4.399710], [1.637552, -3.032329, 5.703633], [3.195696, -9.629623, 6.857343], [1.795842, -10.295475, 6.245923], [1.787469, -9.360160, 7.666668], [2.527258, -9.250595, 4.207926], [3.410176, -7.786843, 4.649144], [0.582805, -7.497141, 3.615695], [2.178048, -7.510626, 2.879283], [1.537146, -5.983116, 5.152044], [0.147620, -4.733190, 3.587983], [1.156748, -5.167988, 2.285696], [1.643907, -3.119729, 2.436832], [2.841651, -3.587767, 3.591417], [2.674242, -2.816914, 5.962377], [1.415820, -4.060658, 5.989079], [1.256177, -2.306100, 6.421441], [0.347194, 0.795827, 3.875662], [0.780055, 1.491960, 2.701395], [-0.296557, 1.630742, 1.742293], [0.153856, 1.916784, 0.237994], [-0.989107, 1.868490, -0.738106], [-0.512031, 2.048480, -2.108360], [-1.776204, 2.548358, -2.879580], [-1.560148, 2.634989, -4.279833], [-1.517841, 1.355448, -4.915869], [0.170836, -0.278741, 3.827653], [-0.320381, 1.504908, 4.365200], [1.134643, 0.714797, 4.624970], [-1.007385, 2.373435, 2.104565], [-0.901349, 0.724704, 1.779984], [0.757819, 1.156185, -0.256796], [0.617075, 2.899244, 0.146895], [-1.865606, 2.259969, -0.424128], [-0.215822, 1.063050, -2.467937], [0.219954, 2.828499, -2.317789], [-1.917633, 3.495504, -2.358976], [-2.648847, 1.920661, -2.699071], [-2.184358, 0.586941, -4.524391], [-0.552195, 0.901195, -4.693888], [-1.639334, 1.495628, -5.989974], [0.292308, 4.129518, -6.192428], [1.047357, 4.234330, -7.427341], [0.305243, 4.281441, -8.634641], [0.980018, 4.806268, -9.921270], [2.044409, 3.894441, -10.423153], [2.800615, 4.513855, -11.534794], [1.940775, 4.503146, -12.792459], [2.927635, 4.652344, -13.868016], [2.222392, 4.563478, -15.068879], [0.786819, 4.909559, -5.613549], [0.436028, 3.177546, -5.681350], [-0.733489, 4.405407, -6.436810], [-0.580225, 4.896956, -8.475955], [-0.237711, 3.345713, -8.767781], [1.307536, 5.839349, -9.804692], [0.165019, 4.744848, -10.642444], [2.729388, 3.778684, -9.690006], [3.758745, 4.072547, -11.809279], [3.058288, 5.522631, -11.212185], [1.151352, 5.252470, -12.733789], [1.440887, 3.561414, -13.019061], [2.572635, 5.329297, -15.760936], [1.144695, 4.634274, -14.921723], [2.449735, 3.613841, -15.553236], [-2.623117, 6.894315, 2.885414], [-3.285632, 6.149696, 1.836909], [-3.156596, 4.723143, 1.897612], [-4.158664, 3.857807, 1.214834], [-3.851553, 3.926537, -0.179671], [-4.942984, 3.339736, -1.052709], [-6.250842, 4.207552, -1.166300], [-5.949606, 5.291202, -1.929576], [-6.935134, 6.380543, -1.923025], [-2.458885, 7.839387, 2.367754], [-1.639192, 6.669270, 3.296951], [-3.377572, 7.111770, 3.641459], [-3.095731, 4.338051, 2.915501], [-2.206920, 4.455128, 1.434605], [-5.197655, 4.178235, 1.291742], [-4.102368, 2.821259, 1.547270], [-3.619152, 4.882016, -0.410220], [-5.269298, 2.318278, -0.857190], [-4.655011, 3.354527, -2.103876], [-6.627071, 4.536466, -0.197600], [-7.007051, 3.618777, -1.685531], [-7.841415, 6.153191, -2.484339], [-6.638331, 7.318434, -2.392438], [-7.105199, 6.763339, -0.916716], [0.727788, -2.070270, -4.930224], [1.455462, -1.293893, -3.981344], [2.713829, -0.754206, -4.442341], [3.816359, -1.526494, -3.881421], [3.779934, -2.985249, -4.042092], [5.082285, -3.563280, -3.774431], [4.976860, -4.736730, -2.780117], [4.780354, -4.103675, -1.530369], [4.934357, -4.964819, -0.431195], [0.150328, -1.336118, -5.492077], [0.183640, -2.904493, -4.487422], [1.334310, -2.584462, -5.675759], [2.710766, 0.268039, -4.064061], [2.615006, -0.590691, -5.515470], [3.908243, -1.434512, -2.799205], [4.682745, -1.038064, -4.327407], [3.094049, -3.295570, -3.368764], [5.861155, -2.928177, -3.352403], [5.439503, -3.871350, -4.757078], [5.959108, -5.188653, -2.642102], [4.204035, -5.484068, -2.959892], [5.497462, -5.828303, -0.785297], [4.027426, -5.426811, -0.041124], [5.386745, -4.618385, 0.498014]],
  "atomic_forces_ev_per_a": [[1.068, -2.037, -0.472], [-2.049, 1.604, 1.570], [-0.352, -0.813, -2.008], [0.409, 0.745, -0.445], [0.233, -1.782, 0.754], [-0.888, 1.454, -0.830], [-0.514, -0.919, 1.953], [0.148, -0.161, -0.486], [0.465, -0.124, 0.912], [0.440, 0.137, -0.472], [0.241, 0.465, 0.268], [-0.231, 0.207, -0.569], [0.935, 0.132, -0.140], [-0.379, -0.408, 0.835], [-1.228, 0.297, -0.032], [1.071, 0.944, 0.377], [0.488, -0.206, -0.055], [-0.135, 0.028, -0.056], [0.601, -0.062, 0.776], [0.477, 0.049, -0.679], [-0.576, 0.021, -0.349], [-0.215, -0.098, 0.080], [-0.092, 0.550, -0.326], [0.071, -0.049, -0.589], [0.054, -2.678, 2.390], [0.523, 0.247, -0.259], [-1.230, 2.099, -0.711], [1.277, -2.507, -1.444], [0.030, 0.509, -0.010], [-0.810, 0.822, 0.979], [2.056, 1.387, -0.192], [-1.214, -1.080, -0.194], [0.936, 1.337, 0.998], [0.875, 0.959, -0.663], [-0.508, -0.036, -0.640], [-0.575, 0.672, -0.033], [-0.425, -0.212, 0.187], [0.452, -0.269, 0.565], [-0.227, -0.444, 0.284], [-0.321, 0.632, -0.897], [-0.156, 1.058, 0.256], [-0.625, -0.670, 0.313], [0.500, -0.785, 0.154], [-0.327, 0.436, 0.189], [0.410, -0.576, -0.314], [0.860, -0.706, -0.587], [-0.368, 0.137, -0.251], [-1.194, -0.236, -0.176], [1.088, 1.141, 0.579], [-0.127, -0.667, -0.850], [0.418, -0.724, -0.621], [-1.731, -0.176, 0.030], [1.387, -0.366, 1.376], [-2.873, -0.434, -0.159], [1.239, -0.762, 0.343], [-0.717, 0.050, 0.111], [0.968, 0.164, 0.548], [-1.189, 0.089, -0.869], [-1.070, -0.822, 0.164], [0.877, 0.678, -0.368], [0.127, 0.692, -0.141], [0.141, -0.424, -0.387], [0.839, -0.078, 1.073], [0.426, 0.043, 0.323], [0.132, 0.726, -0.457], [0.535, 0.120, -0.192], [0.500, -0.061, 0.490], [-0.544, 0.508, -0.966], [-0.026, -0.192, 0.230], [-0.812, 0.428, 0.074], [0.429, -0.005, -0.403], [-0.071, 0.004, 0.162], [1.105, 1.054, -1.365], [0.706, -0.206, -0.668], [-1.150, 0.080, 0.567], [0.203, -1.830, 0.684], [0.519, 0.362, 0.113], [-1.245, -0.008, 0.280], [2.045, -0.252, -0.247], [-1.703, 0.744, 1.164], [0.446, -0.139, -1.152], [-0.518, -0.037, 0.566], [-0.324, -0.058, -0.398], [-0.184, -0.311, 0.604], [-0.019, 0.919, 0.078], [0.651, -0.757, -0.580], [0.106, 0.195, 0.056], [-0.034, 0.361, -0.130], [-0.138, -0.207, 0.439], [-0.231, -0.696, 0.473], [-0.041, 0.534, -0.470], [0.222, 0.532, -0.548], [0.014, -0.349, 0.707], [-0.177, 0.236, 0.016], [-0.013, 0.155, -0.192], [-0.164, -0.295, -0.053], [-1.257, 1.354, -1.302], [0.246, -1.186, 0.342], [1.145, -0.182, 1.537], [-0.997, 0.799, -0.983], [-0.874, -1.999, -2.138], [-0.525, 2.185, -0.401], [0.338, -1.357, 0.995], [-0.115, 3.698, -1.529], [0.621, -0.293, 0.143], [0.058, 0.274, 0.207], [-0.159, -1.168, -0.217], [0.299, -0.290, 0.459], [0.031, 0.525, 0.509], [0.336, -0.018, -0.025], [-0.203, 0.194, 1.033], [0.222, 0.002, 0.280], [-0.361, 0.057, -0.541], [0.613, -0.050, 0.745], [0.679, -0.174, 0.063], [-0.204, -0.200, 0.318], [-0.342, -0.409, 0.206], [-0.240, -0.629, 0.459], [1.207, -0.494, -0.530], [-0.455, -0.720, 0.371], [0.690, 0.550, -0.590], [-0.019, -0.699, 0.204], [-3.063, 0.581, 0.179], [1.396, -0.502, 0.499], [-0.249, 0.995, -0.652], [-0.321, -1.763, -0.349], [1.067, 1.061, 0.272], [-0.715, 0.846, 1.349], [-0.128, -1.663, -0.042], [-0.805, -0.446, -0.075], [-0.408, 0.600, 0.476], [0.664, 0.166, 0.056], [0.367, 0.092, 0.325], [0.644, -0.649, -0.337], [-0.145, 1.064, 0.187], [0.622, -0.585, -0.012], [0.056, -0.174, 0.122], [-0.336, 0.554, 0.157], [0.464, -0.450, 0.117], [0.098, -0.595, -0.788], [-0.087, -0.005, -0.351], [0.466, -0.162, 0.291], [-0.780, 0.219, -0.453], [0.456, 1.020, -0.571]]
}